1.
DFT (ωB97M-V/def2-TZVPD) results for a 2-piece molecular cluster, C4H9N2 overall.

As for the total energy: -266.95073 hartree. The LUMO energy (alpha / beta) is -4.66 / -4.66 eV. As for the spin multiplicity: 1. Its HOMO energy (alpha / beta) is -12.67 / -12.68 eV. For the gap between HOMO and LUMO (alpha / beta), the calculation gives 0.2946 / 0.2946 hartree. As for the net charge: +1.

Each line ends with the natural charge from an NBO analysis.
Geometry (Å):
C 2.497 -0.420 -0.854  -0.173
C -1.308 0.268 0.941  0.340
C 0.353 -1.561 -0.251  -0.066
C -0.301 1.404 0.545  -0.702
N 1.444 -1.103 -0.574  -0.289
N -2.293 0.028 0.104  -0.641
H 3.409 -0.652 -0.312  0.226
H 2.614 0.101 -1.747  0.217
H -1.410 -0.142 1.961  0.244
H 0.170 -2.642 -0.540  0.221
H 0.046 1.899 1.453  0.262
H -0.786 2.156 -0.107  0.249
H 0.590 1.024 0.015  0.273
H -2.808 -0.856 0.086  0.438
H -2.218 0.497 -0.719  0.401

=====

2.
DFT (ωB97M-V/def2-TZVPD) results for a 8-piece molecular cluster, C31H81N3O11 overall.

As for the total energy: -2221.38477 hartree. The LUMO energy is 0.47 eV. As for the spin multiplicity: 1. The SMILES is COCCNCCOC.COCCNCCOC.COCCNCCOC.CC(C)O.CC(C)O.CC(C)O.CC(C)O.CO. Its HOMO energy is -8.71 eV. For the gap between HOMO and LUMO, the calculation gives 0.3374 hartree.

Each line ends with the Mulliken charge.
Geometry (Å):
C -2.556 3.669 -3.239  -1.015
O -2.598 4.252 -1.960  -0.523
C -3.343 3.444 -1.079  -0.487
C -2.436 2.227 -0.783  0.528
N -2.906 1.171 0.086  -0.227
C -3.683 0.104 -0.507  -1.141
C -3.744 -1.110 0.573  0.559
O -4.528 -2.215 0.095  -0.509
C -4.036 -2.901 -0.994  -0.579
H -1.701 3.058 -3.424  0.358
H -2.578 4.390 -4.003  0.403
H -3.352 2.955 -3.407  0.394
H -4.326 3.239 -1.476  0.374
H -3.422 4.039 -0.126  0.117
H -1.511 2.543 -0.328  -0.271
H -2.110 1.807 -1.751  0.166
H -3.407 1.540 0.911  0.151
H -3.219 -0.157 -1.458  0.361
H -4.716 0.446 -0.766  0.362
H -4.337 -0.669 1.385  0.365
H -2.737 -1.490 0.886  -0.418
H -4.420 -2.440 -1.913  0.253
H -4.456 -3.889 -0.940  0.401
H -2.907 -2.992 -0.995  0.089
C 4.447 -4.787 1.222  -0.657
O 3.077 -4.996 1.122  -0.470
C 2.326 -4.108 1.904  -0.193
C 0.809 -4.119 1.624  -0.053
N 0.178 -3.350 2.698  0.373
C -1.084 -3.882 3.123  -0.793
C -1.448 -3.018 4.331  -0.188
O -2.741 -3.282 4.786  -0.379
C -2.971 -2.854 6.065  -0.738
H 4.936 -5.495 0.582  0.289
H 4.879 -4.871 2.231  0.316
H 4.713 -3.758 0.907  0.180
H 2.655 -3.057 1.786  -0.264
H 2.449 -4.354 2.932  0.745
H 0.404 -5.170 1.624  0.535
H 0.671 -3.758 0.543  -0.538
H 0.119 -2.384 2.491  -0.181
H -0.970 -4.930 3.300  0.570
H -1.976 -3.919 2.408  0.161
H -1.305 -1.973 3.934  0.104
H -0.777 -3.344 5.129  0.353
H -4.045 -3.010 6.273  0.262
H -2.744 -1.781 6.104  0.318
H -2.396 -3.353 6.854  0.293
C 0.561 2.081 -6.326  -0.883
O 0.013 1.212 -5.349  -0.301
C 1.059 0.514 -4.668  -0.962
C 0.424 -0.584 -3.868  0.914
N 0.065 -1.748 -4.749  -0.405
C -0.739 -2.846 -4.272  -0.355
C 0.119 -4.050 -3.857  -0.787
O 0.657 -3.713 -2.607  -0.005
C 1.540 -4.640 -2.124  -0.496
H 1.412 2.649 -5.917  0.339
H -0.221 2.836 -6.553  0.242
H 0.897 1.614 -7.221  0.364
H 1.709 1.194 -4.106  0.449
H 1.647 0.043 -5.498  0.443
H -0.457 -0.196 -3.380  -0.260
H 1.091 -0.919 -3.042  -0.303
H -0.435 -1.265 -5.512  0.336
H -1.377 -3.179 -5.113  0.517
H -1.521 -2.742 -3.480  -0.058
H 0.860 -4.194 -4.640  0.354
H -0.425 -5.089 -3.793  0.346
H 1.937 -4.230 -1.215  -0.325
H 2.382 -4.963 -2.705  0.403
H 1.045 -5.582 -1.843  0.376
C 1.716 5.426 0.010  -1.184
C 0.646 5.609 -0.999  0.722
C 0.922 4.992 -2.369  -1.131
O -0.494 5.156 -0.320  -0.442
H 1.428 5.864 0.976  0.320
H 2.666 5.855 -0.287  0.449
H 1.850 4.362 0.142  0.064
H 0.485 6.691 -1.116  0.110
H 1.704 5.472 -2.958  0.453
H 0.074 4.941 -3.118  0.246
H 1.219 3.969 -2.223  0.148
H -1.238 4.951 -0.935  0.348
C 2.839 -1.098 4.193  -1.458
C 1.895 -0.160 3.482  1.050
C 2.094 1.318 3.775  -1.087
O 1.935 -0.499 2.111  -0.117
H 2.789 -1.076 5.284  0.416
H 3.880 -0.964 3.905  0.351
H 2.588 -2.116 3.825  0.129
H 0.876 -0.425 3.834  -0.056
H 3.194 1.494 3.840  0.350
H 1.607 1.622 4.731  0.314
H 1.737 1.880 2.895  0.088
H 1.084 -0.083 1.718  -0.298
C 4.962 0.124 -0.420  -1.795
C 3.506 -0.038 -0.989  0.773
C 3.050 -1.456 -1.029  0.248
O 2.554 0.700 -0.264  -0.230
H 5.701 -0.489 -0.918  0.455
H 5.098 -0.182 0.622  0.275
H 5.331 1.110 -0.495  0.418
H 3.409 0.444 -2.002  0.068
H 2.977 -1.856 -0.017  -0.208
H 3.693 -2.203 -1.544  0.543
H 2.120 -1.644 -1.519  -0.522
H 2.549 0.215 0.599  0.396
C -0.635 3.562 2.597  -0.549
C -1.985 4.217 2.824  0.327
C -2.020 5.634 2.464  -1.183
O -2.977 3.478 1.970  -0.468
H -0.689 2.440 2.700  -0.080
H 0.084 3.901 3.348  0.575
H -0.248 3.695 1.562  -0.151
H -2.277 4.066 3.861  0.390
H -1.394 6.187 3.184  0.439
H -3.093 5.881 2.590  0.361
H -1.654 5.869 1.464  0.095
H -3.900 3.492 2.165  0.217
C -0.541 -0.916 -0.257  0.589
O -0.655 -0.185 0.926  0.306
H 0.398 -0.636 -0.691  -0.055
H -0.568 -1.987 0.025  -0.294
H -1.260 -0.641 -0.990  -0.480
H -1.453 0.367 0.913  0.054

=====

3.
DFT (ωB97M-V/def2-TZVPD) results for a 2-piece molecular cluster, C5H10O overall.

As for the total energy: -271.67994 hartree. The LUMO energy is 0.88 eV. As for the spin multiplicity: 1. The SMILES is C=CC(=C)C.O. Its HOMO energy is -8.79 eV. For the gap between HOMO and LUMO, the calculation gives 0.3553 hartree.

Each line ends with the natural charge from an NBO analysis.
Geometry (Å):
C 0.059 -0.601 1.612  -0.383
C -0.540 -0.192 0.489  -0.225
C -0.118 -0.618 -0.923  -0.020
C 1.220 -0.760 -1.038  -0.387
C -1.217 -0.809 -1.894  -0.644
H 0.990 -1.130 1.824  0.210
H -0.370 -0.205 2.549  0.192
H -1.543 0.224 0.479  0.198
H 1.740 -0.748 -1.978  0.193
H 1.857 -0.697 -0.167  0.197
H -0.866 -0.604 -2.920  0.224
H -1.565 -1.847 -1.831  0.231
H -2.014 -0.152 -1.585  0.212
O 1.045 2.711 2.119  -0.931
H 1.087 3.219 1.307  0.463
H 0.234 2.210 1.955  0.467

=====

4.
DFT (ωB97M-V/def2-TZVPD) results for C33H27Cl2IN4O3Rh as an isolated structure.

As for the total energy: -3047.20054 hartree. The LUMO energy (alpha / beta) is 1.79 / 1.59 eV. As for the spin multiplicity: 1. Its HOMO energy (alpha / beta) is -4.87 / -4.93 eV. For the gap between HOMO and LUMO (alpha / beta), the calculation gives 0.2448 / 0.2394 hartree. As for the net charge: -1.

Each line ends with the Mulliken charge.
Geometry (Å):
Rh -0.008 -0.193 -0.408  -0.301
C -0.524 -4.268 -0.500  -1.546
C 0.824 -4.087 0.129  1.711
C 1.373 -5.050 0.959  -1.059
C 2.661 -4.917 1.448  -0.739
C 3.410 -3.801 1.116  -1.130
C 2.895 -2.811 0.297  1.705
C 3.718 -1.630 -0.115  -1.461
C 1.590 -2.959 -0.204  -0.706
N 1.098 -2.014 -1.103  0.971
C 1.308 -2.236 -2.398  -0.581
O 1.781 -3.264 -2.890  -0.769
C 0.925 -1.078 -3.259  0.658
C 1.212 -1.065 -4.619  -0.473
C 0.877 0.056 -5.358  -0.406
C 0.256 1.114 -4.716  -0.785
C -0.021 1.006 -3.358  0.148
N 0.313 -0.067 -2.654  0.293
C -0.850 2.044 -2.671  -0.253
O -1.207 3.068 -3.256  -0.799
N -1.197 1.687 -1.443  1.007
C -2.170 2.413 -0.781  -1.128
C -3.533 2.125 -0.994  1.811
C -3.949 1.149 -2.059  -2.029
C -4.482 2.809 -0.255  -0.886
C -4.115 3.761 0.682  -0.794
C -2.779 4.086 0.843  -0.866
C -1.802 3.447 0.101  1.589
C -0.377 3.887 0.147  -1.154
H -1.096 -5.045 0.004  0.445
H -0.386 -4.556 -1.542  0.306
H -1.084 -3.333 -0.494  0.130
H 0.792 -5.929 1.201  0.394
H 3.092 -5.694 2.063  0.416
H 4.425 -3.710 1.479  0.382
H 4.649 -1.586 0.448  0.404
H 3.164 -0.702 0.028  0.147
H 3.957 -1.700 -1.177  0.271
H 1.690 -1.930 -5.053  0.522
H 1.090 0.104 -6.416  0.434
H -0.048 2.018 -5.222  0.544
H -4.257 1.702 -2.949  0.408
H -4.792 0.537 -1.737  0.476
H -3.122 0.502 -2.349  0.185
H -5.530 2.595 -0.417  0.428
H -4.870 4.271 1.264  0.400
H -2.489 4.853 1.549  0.409
H -0.117 4.291 1.124  0.485
H -0.221 4.661 -0.608  0.321
H 0.272 3.056 -0.118  -0.286
Cl 1.229 2.599 5.875  -0.317
C 1.389 2.122 4.209  0.783
C 2.075 2.951 3.352  -0.288
C 2.178 2.614 2.013  -0.351
I 3.219 3.853 0.669  -0.016
C 1.562 1.488 1.459  0.706
O 1.523 1.271 0.204  -0.691
C 0.949 0.583 2.392  -0.045
N 0.507 -0.580 1.870  0.970
C -0.023 -1.469 2.692  -0.547
C -0.220 -1.226 4.052  -1.217
C 0.196 -0.038 4.601  -1.043
C 0.837 0.903 3.770  0.032
H 2.512 3.870 3.716  0.417
H -0.294 -2.425 2.261  0.453
H -0.688 -1.980 4.666  0.452
H 0.054 0.179 5.651  0.420
Cl -2.466 0.528 1.702  -0.155
C -2.030 -0.637 0.447  -0.953
H -2.828 -0.604 -0.296  0.596
H -2.022 -1.614 0.935  0.544

=====

5.
DFT (ωB97M-V/def2-TZVPD) results for a 2-piece molecular cluster, C3H11N2 overall.

As for the total energy: -229.57448 hartree. The LUMO energy (alpha / beta) is -10.28 / -15.09 eV. As for the spin multiplicity: 2. Its HOMO energy (alpha / beta) is -21.83 / -21.82 eV. Its expectation value of S² is 0.759. For the gap between HOMO and LUMO (alpha / beta), the calculation gives 0.4243 / 0.2474 hartree. As for the net charge: +2.

Each line ends with the Mulliken spin population.
Geometry (Å):
C 1.444 1.556 -2.009  -0.017
N 1.445 0.981 -0.896  0.723
H 2.059 2.400 -2.370  0.094
H 0.467 1.473 -2.531  0.079
H -0.008 -0.192 -0.372  -0.005
H 2.342 1.138 -0.368  0.067
C -0.707 0.489 1.531  -0.003
N -0.790 -0.427 0.300  0.052
C -0.689 -1.934 0.430  0.002
H -1.656 0.987 1.657  0.000
H 0.218 1.025 1.407  0.001
H -0.628 -0.221 2.367  0.001
H -1.636 -0.339 -0.270  0.000
H -0.513 -2.289 -0.596  0.001
H 0.235 -2.204 0.918  0.000
H -1.583 -2.443 0.803  0.005